C32H56As2F12HfN8 as an isolated structure at a distorted geometry. Source: the Open Molecules 2025 dataset; level of theory: ωB97M-V with the def2-TZVPD basis set.

Last column: Löwdin charge in e.
Element x y z (Å)
Hf  8.006  0.290  0.415  1.98
As  5.809  -4.332  4.867  0.93
F  4.164  -3.648  4.989  -0.25
F  6.216  -3.008  3.716  -0.32
F  7.519  -4.921  4.804  -0.28
F  5.331  -5.631  6.079  -0.23
F  5.361  -5.442  3.520  -0.26
F  6.289  -3.288  6.247  -0.26
As  1.155  -0.273  0.165  0.91
F  1.171  -1.889  0.967  -0.26
F  -0.661  -0.370  0.062  -0.28
F  1.257  1.318  -0.656  -0.28
F  3.010  -0.176  0.389  -0.33
F  1.488  -1.050  -1.358  -0.26
F  0.978  0.533  1.731  -0.27
C  1.457  6.782  1.896  -0.10
C  2.287  7.700  0.955  -0.22
C  2.800  7.028  -0.375  -0.18
C  3.630  5.913  -0.058  -0.24
N  4.293  4.953  0.128  0.13
H  1.970  5.887  2.248  0.07
H  0.468  6.485  1.546  0.07
H  1.214  7.374  2.779  0.07
H  3.169  8.049  1.493  0.11
H  1.692  8.591  0.755  0.11
H  3.306  7.787  -0.971  0.12
H  2.009  6.626  -1.008  0.12
C  1.942  -8.279  -3.528  -0.10
C  2.656  -6.952  -3.161  -0.22
C  4.099  -7.076  -2.545  -0.15
C  4.681  -5.767  -2.135  -0.20
N  5.146  -4.771  -1.798  0.14
H  2.287  -8.770  -4.438  0.07
H  0.882  -8.091  -3.702  0.07
H  1.975  -9.041  -2.749  0.07
H  2.015  -6.483  -2.414  0.11
H  2.589  -6.264  -4.004  0.11
H  4.771  -7.567  -3.249  0.12
H  4.156  -7.715  -1.664  0.12
C  -6.201  -1.284  5.510  -0.08
C  -5.755  -0.071  4.691  -0.22
C  -4.244  0.197  4.924  -0.16
C  -3.898  0.473  6.312  -0.15
N  -3.525  0.683  7.400  0.22
H  -5.638  -2.191  5.291  0.08
H  -7.253  -1.467  5.289  0.09
H  -6.082  -1.110  6.579  0.08
H  -6.286  0.834  4.984  0.12
H  -5.951  -0.255  3.634  0.12
H  -3.948  1.014  4.266  0.14
H  -3.623  -0.613  4.541  0.13
C  3.824  -2.198  -7.628  -0.10
C  2.814  -1.086  -7.368  -0.27
C  3.407  0.188  -6.806  -0.19
C  4.347  0.035  -5.682  -0.23
N  5.085  -0.029  -4.799  0.12
H  3.278  -3.099  -7.909  0.08
H  4.443  -2.312  -6.738  0.06
H  4.551  -1.843  -8.359  0.08
H  2.036  -1.395  -6.670  0.11
H  2.316  -0.865  -8.312  0.11
H  2.641  0.906  -6.513  0.12
H  3.953  0.722  -7.583  0.12
C  3.297  5.305  7.935  -0.09
C  3.766  3.990  8.576  -0.24
C  3.556  2.744  7.738  -0.17
C  4.256  2.673  6.447  -0.15
N  4.794  2.593  5.371  0.16
H  3.771  5.483  6.970  0.07
H  3.604  6.101  8.614  0.08
H  2.219  5.313  7.776  0.08
H  3.318  3.795  9.550  0.12
H  4.809  4.217  8.793  0.12
H  2.531  2.513  7.448  0.14
H  3.956  1.884  8.275  0.14
C  -3.322  0.586  -6.060  -0.11
C  -3.919  0.225  -7.387  -0.28
C  -4.200  1.372  -8.297  -0.18
C  -3.041  2.273  -8.497  -0.18
N  -2.113  2.946  -8.592  0.18
H  -3.947  1.155  -5.372  0.08
H  -2.407  1.166  -6.182  0.07
H  -3.073  -0.385  -5.632  0.08
H  -4.892  -0.211  -7.164  0.12
H  -3.291  -0.540  -7.844  0.12
H  -5.031  1.935  -7.871  0.13
H  -4.566  1.051  -9.272  0.13
C  -4.620  -7.030  2.630  -0.11
C  -3.528  -6.153  2.122  -0.23
C  -3.688  -5.784  0.605  -0.14
C  -4.782  -4.823  0.413  -0.19
N  -5.564  -3.998  0.252  0.20
H  -5.627  -6.636  2.496  0.08
H  -4.537  -7.255  3.693  0.09
H  -4.695  -7.964  2.073  0.08
H  -2.545  -6.609  2.240  0.12
H  -3.595  -5.271  2.758  0.11
H  -3.858  -6.630  -0.060  0.13
H  -2.834  -5.263  0.173  0.13
C  -5.029  5.648  0.138  -0.09
C  -4.159  4.707  -0.791  -0.20
C  -3.591  5.566  -2.011  -0.14
C  -4.723  5.999  -2.882  -0.20
N  -5.610  6.308  -3.545  0.19
H  -5.641  5.107  0.860  0.07
H  -5.771  6.161  -0.473  0.07
H  -4.342  6.293  0.687  0.07
H  -4.821  3.908  -1.126  0.10
H  -3.309  4.301  -0.244  0.10
H  -2.956  5.007  -2.697  0.11
H  -3.136  6.478  -1.623  0.12

Strongest force on any atom: 5.09 eV/Å
Charge: +2
Relative energy (zero: lowest compared OMol25 entry of this formula, charge and spin): 23.992 eV
Spin multiplicity: 1
Energy: -7407.5938 Ha